{"formula": "C39H60AlBrN17O4S", "method": "ωB97M-V/def2-TZVPD", "total_charge": -1, "gap_ev": 5.73, "e_lumo_ev": 1.55, "multiplicity": 1, "symbols": ["C", "C", "C", "C", "O", "Al", "Br", "C", "S", "O", "O", "O", "H", "H", "H", "H", "H", "H", "H", "H", "H", "C", "C", "N", "H", "H", "H", "C", "C", "N", "H", "H", "H", "C", "C", "N", "H", "H", "H", "C", "C", "N", "H", "H", "H", "C", "C", "N", "H", "H", "H", "C", "C", "N", "H", "H", "H", "C", "C", "N", "H", "H", "H", "C", "C", "N", "H", "H", "H", "C", "C", "N", "H", "H", "H", "C", "C", "N", "H", "H", "H", "C", "C", "N", "H", "H", "H", "C", "C", "N", "H", "H", "H", "C", "C", "N", "H", "H", "H", "C", "C", "N", "H", "H", "H", "C", "C", "N", "H", "H", "H", "C", "C", "N", "H", "H", "H", "C", "C", "N", "H", "H", "H"], "positions_angstrom": [[-0.28677, 2.93476, 2.20855], [0.32776, 2.22702, 1.04119], [0.19847, 0.59385, 0.98224], [-1.30309, -0.10151, 0.90805], [-1.03584, -1.57009, 1.06429], [0.40495, -1.71450, -0.19227], [-0.64710, -2.48007, -2.24050], [2.15549, -2.59907, 0.41295], [3.45101, -2.22416, -0.89177], [3.89158, -3.54723, -1.61853], [2.93984, -1.27922, -2.02154], [0.92418, 0.13443, -0.23592], [-1.07921, 3.77549, 2.02205], [0.03755, 2.57674, 3.27519], [0.94251, 2.75543, 0.17667], [0.91685, 0.23149, 1.85971], [-2.16194, 0.35882, 1.59599], [-1.51473, -0.03992, -0.26473], [2.46056, -2.10220, 1.45085], [2.04916, -3.75423, 0.56711], [4.56585, -1.58041, -0.26420], [4.88705, -7.82864, -1.30081], [4.62668, -6.33353, -1.38627], [4.41079, -5.09321, -1.45713], [5.08804, -8.11336, -0.26439], [4.01328, -8.38023, -1.65872], [5.75130, -8.09228, -1.91657], [3.53088, -6.45125, 3.03400], [3.27052, -4.95613, 2.94854], [3.05462, -3.71581, 2.87768], [3.73187, -6.73596, 4.07042], [2.65711, -7.00283, 2.67609], [4.39513, -6.71489, 2.41824], [0.97353, -9.61000, -0.67950], [2.03038, -9.00261, 0.22857], [2.90709, -8.49864, 0.98185], [1.20175, -9.37895, -1.72361], [0.95147, -10.69579, -0.55153], [-0.01019, -9.20218, -0.43132], [0.39561, -3.03458, -5.83982], [-0.35852, -3.60449, -7.03019], [-0.98405, -4.07723, -8.01774], [0.50485, -1.95233, -5.95120], [-0.15179, -3.24424, -4.91667], [1.38852, -3.48804, -5.77581], [4.25524, 3.59348, 2.28985], [3.05213, 4.10088, 3.06801], [2.05413, 4.52184, 3.71362], [4.86561, 2.94736, 2.92671], [3.92199, 3.02277, 1.41861], [4.86316, 4.43706, 1.95161], [-2.65730, 3.33439, 6.07691], [-2.36549, 2.49325, 4.84492], [-2.12346, 1.79538, 3.82294], [-2.23387, 2.85552, 6.96405], [-2.21511, 4.32804, 5.96314], [-3.73762, 3.43853, 6.20980], [2.39355, -6.18059, -5.04287], [2.52058, -7.48914, -4.27998], [2.62590, -8.57465, -3.64704], [2.59504, -5.33863, -4.37495], [3.11000, -6.15952, -5.86875], [1.38215, -6.08101, -5.44630], [-2.71157, 6.74214, 0.57531], [-2.82363, 5.72212, 1.69667], [-2.91653, 4.87589, 2.62688], [-2.95777, 6.27308, -0.38124], [-3.40283, 7.57035, 0.75431], [-1.69167, 7.13351, 0.52799], [4.21614, -1.43231, -4.91112], [3.46201, -2.00221, -6.10148], [2.83648, -2.47495, -7.08904], [4.32538, -0.35005, -5.02250], [3.66874, -1.64197, -3.98796], [5.20905, -1.88576, -4.84710], [-0.88705, 9.46212, 3.76716], [-0.29640, 8.90707, 2.48128], [0.19358, 8.44670, 1.41450], [-1.89168, 9.85047, 3.57869], [-0.94603, 8.67262, 4.52150], [-0.25787, 10.27155, 4.14737], [-6.65673, 8.04957, -1.37457], [-5.59988, 8.65696, -0.46649], [-4.72317, 9.16093, 0.28678], [-6.42851, 8.28062, -2.41867], [-6.67878, 6.96378, -1.24659], [-7.64044, 8.45739, -1.12638], [7.58214, 0.77689, -6.46747], [7.47007, -0.24313, -5.34610], [7.37718, -1.08936, -4.41589], [7.33594, 0.30782, -7.42401], [6.89088, 1.60510, -6.28846], [8.60204, 1.16826, -6.51479], [4.96969, 3.24008, -1.76513], [6.02654, 3.84747, -0.85706], [6.90325, 4.35144, -0.10378], [5.19791, 3.47112, -2.80923], [4.94763, 2.15428, -1.63715], [3.98598, 3.64789, -1.51694], [-3.98446, 1.87572, 10.22242], [-3.10042, 2.90141, 9.53184], [-2.36712, 3.75230, 8.95888], [-4.25192, 1.08119, 9.52043], [-3.45304, 1.43693, 11.07146], [-4.89875, 2.35453, 10.58357], [-3.99013, -4.53370, -1.07551], [-3.08526, -5.70565, -0.73170], [-2.33468, -6.67790, -0.44642], [-4.20150, -3.94948, -0.17572], [-3.50202, -3.88944, -1.81206], [-4.93251, -4.90002, -1.49183], [-8.23298, -7.19661, -1.13545], [-7.61302, -5.94755, -1.74040], [-7.09864, -4.91143, -2.24230], [-7.50873, -7.69471, -0.48509], [-9.11442, -6.92762, -0.54678], [-8.53202, -7.88633, -1.92946], [-7.78652, 10.43852, 2.23292], [-8.54064, 9.86862, 1.04256], [-9.16617, 9.39588, 0.05500], [-7.67727, 11.52078, 2.12154], [-8.33391, 10.22886, 3.15607], [-6.79360, 9.98507, 2.29694]], "forces_ev_per_a": [[1.98, -1.44, -3.03], [-1.66, 0.49, 2.43], [2.67, 1.14, -0.02], [1.20, -0.39, -1.21], [1.14, 1.76, -1.08], [-0.53, 2.20, 0.68], [0.34, 0.04, 0.56], [0.62, -0.17, 0.82], [-2.05, 0.18, -5.02], [-3.53, 11.84, 2.74], [0.92, -0.75, 3.70], [-1.97, -1.54, 1.69], [2.69, -0.95, 0.75], [-1.70, 0.18, -2.32], [-2.51, -1.02, 1.12], [-2.14, 0.28, -0.98], [2.12, -1.24, -1.39], [-0.22, 0.75, 2.41], [-0.56, -1.03, -2.50], [0.78, 2.20, -0.54], [-1.19, -0.76, -0.34], [-0.25, 1.01, 0.05], [-1.13, 5.78, -0.28], [5.66, -18.77, 0.46], [-0.08, 0.11, -0.18], [0.21, 0.17, 0.06], [-0.12, 0.19, 0.01], [-0.29, 1.37, 0.04], [-1.34, 8.16, -0.35], [1.93, -10.15, 1.10], [-0.04, 0.21, -0.09], [0.26, 0.27, 0.04], [-0.25, 0.14, 0.03], [0.80, 0.52, 0.73], [5.63, 3.28, 4.95], [-7.10, -4.34, -6.12], [0.13, 0.07, 0.19], [0.13, 0.19, 0.09], [0.20, 0.08, 0.06], [-0.98, -0.71, -0.70], [-4.00, -3.04, -6.45], [4.93, 3.70, 7.81], [-0.05, -0.29, -0.05], [-0.08, 0.04, -0.18], [-0.49, 0.10, -0.13], [-1.05, 0.48, 0.65], [-6.61, 2.79, 4.32], [8.12, -3.28, -5.07], [-0.18, 0.12, -0.05], [-0.12, 0.07, 0.19], [-0.15, -0.10, 0.10], [0.40, -0.84, -1.28], [1.40, -4.63, -6.73], [-2.39, 5.27, 8.52], [-0.05, 0.08, -0.49], [-0.03, -0.21, -0.05], [0.16, -0.07, -0.11], [0.11, -1.04, 0.62], [0.68, -7.04, 4.18], [-0.90, 8.59, -5.09], [0.02, -0.21, 0.09], [-0.09, -0.11, 0.17], [0.12, -0.15, 0.11], [0.00, -0.93, 0.98], [-0.65, -5.46, 6.04], [0.49, 6.96, -7.28], [0.01, -0.06, 0.21], [0.23, -0.33, 0.08], [-0.12, -0.17, 0.11], [-0.70, -0.68, -1.10], [-3.74, -2.90, -6.47], [5.39, 3.84, 7.54], [-0.11, -0.17, -0.08], [-0.08, 0.02, 0.02], [-0.30, 0.01, -0.11], [0.49, -0.49, -1.04], [3.26, -3.05, -7.06], [-3.94, 3.77, 8.56], [0.18, -0.11, -0.10], [0.07, 0.04, -0.23], [-0.03, -0.16, -0.16], [0.91, 0.42, 0.61], [5.57, 3.32, 4.84], [-7.20, -3.76, -5.96], [0.13, 0.01, 0.21], [0.14, 0.18, 0.07], [0.32, -0.04, 0.03], [-0.11, -0.85, 0.92], [-0.52, -5.58, 6.16], [0.90, 6.85, -7.47], [0.01, -0.02, 0.22], [0.08, -0.20, 0.06], [-0.15, -0.14, 0.10], [0.86, 0.46, 0.77], [5.78, 3.32, 4.92], [-7.00, -4.01, -5.99], [0.06, 0.03, 0.22], [0.03, 0.17, 0.05], [0.19, -0.04, 0.04], [0.73, 0.83, -0.59], [4.85, 5.66, -3.66], [-5.93, -6.74, 4.98], [0.11, 0.18, 0.03], [0.00, 0.15, -0.19], [0.20, 0.02, -0.11], [0.73, -1.00, 0.25], [4.98, -6.29, 1.87], [-6.01, 7.61, -2.27], [0.19, -0.14, -0.09], [0.12, -0.15, 0.19], [0.28, -0.03, 0.10], [0.51, 1.03, -0.49], [3.37, 6.84, -3.33], [-4.26, -8.34, 4.00], [-0.03, 0.18, -0.14], [0.18, 0.07, -0.13], [0.10, 0.20, 0.06], [-0.60, -0.47, -0.91], [-4.12, -3.07, -6.44], [4.89, 3.87, 8.00], [-0.08, -0.20, -0.11], [-0.02, -0.02, -0.24], [-0.18, 0.00, -0.17]], "lowdin_charge": [-0.0898, -0.0958, -0.3609, -0.2025, -0.3129, -0.1054, 0.2503, -0.3090, 0.7844, -0.5183, -0.5071, -0.2938, 0.0092, 0.0462, 0.0957, 0.1433, 0.1124, 0.1061, 0.0502, 0.0540, 0.0772, -0.1168, -0.0880, 0.0044, 0.0419, 0.0097, 0.0678, -0.1019, -0.1638, 0.0997, 0.0703, 0.0341, 0.0605, -0.0611, -0.1459, 0.1104, 0.0385, 0.0748, 0.0729, -0.1324, -0.2149, 0.0538, 0.0746, -0.0018, 0.0125, -0.0844, -0.2041, 0.0904, 0.0760, 0.0636, 0.0549, -0.1128, -0.1929, 0.1114, 0.0187, 0.0713, 0.0686, -0.0613, -0.1600, 0.0887, 0.0764, 0.0817, 0.0743, -0.0864, -0.1777, 0.1016, 0.0771, 0.0031, 0.0352, -0.0696, -0.1749, 0.0855, 0.0732, 0.0387, 0.0377, -0.0776, -0.1908, 0.0977, 0.0717, 0.0783, 0.0722, -0.0699, -0.1734, 0.0909, 0.0799, 0.0840, 0.0116, -0.0771, -0.1952, 0.1085, 0.0769, 0.0736, 0.0733, -0.0698, -0.2135, 0.0788, 0.0713, 0.0803, 0.0781, -0.0735, -0.1787, 0.1036, 0.0785, 0.0756, 0.0744, -0.0816, -0.2082, 0.0564, 0.0833, 0.0466, 0.0106, -0.0790, -0.1858, 0.1007, 0.0771, 0.0736, 0.0742, -0.0713, -0.1810, 0.0906, 0.0782, 0.0763, 0.0624]}